# 1
Molecular formula: C5H15N2
Method: DFT, the ωB97M-V functional and the def2-TZVPD basis

Cartesian coordinates (Å):
N 0.9415 -1.4692 -1.5348
C -0.1432 -0.5384 -2.0417
C -0.0424 0.8218 -1.2956
N 0.6537 0.6389 -0.0076
C 0.5373 0.8295 2.4184
C -0.0715 0.1310 1.1727
C -1.5792 -0.0019 1.1103
H 1.7965 -1.2461 -2.0410
H 1.1158 -1.3522 -0.5376
H 0.6958 -2.4063 -1.8172
H -1.0649 -1.1150 -2.0225
H 0.0496 -0.3122 -3.0837
H -1.0284 1.2393 -1.1147
H 0.5608 1.4587 -1.9343
H 1.2659 1.4394 0.0320
H 0.0884 0.3390 3.2749
H 0.3494 1.8989 2.3634
H 1.6102 0.6719 2.3275
H 0.2994 -0.9132 1.2419
H -2.1924 0.7526 0.6045
H -1.9196 -0.9691 0.7435
H -1.9227 0.1026 2.1415

Computed properties:
energy relative to the best compared isomer or geometry (same formula, charge and spin)	1.288	eV
total energy	-8401.3889	eV
strongest force on any atom	2.2	eV Å⁻¹
HOMO-LUMO gap	9.553	eV
SMILES	CC(C)NCC[NH3+]
charge	+1
multiplicity	1

# 2
Molecular formula: C5H15N2
Method: DFT, the ωB97M-V functional and the def2-TZVPD basis

Cartesian coordinates (Å):
C -2.0300 0.5069 -0.4269
C -0.0262 1.6252 0.6807
C 1.5097 -0.7402 -1.2644
C 0.4815 -0.9936 1.9248
C -0.5973 0.3312 0.1722
N 0.4416 0.1235 -1.5177
N -0.2552 -0.7991 0.7356
H -2.3253 -0.2538 -1.1570
H -2.6623 0.2863 0.4034
H -2.2202 1.4322 -0.7233
H 0.7936 2.0098 0.1422
H -0.6834 2.4932 0.5895
H 0.1639 1.4639 1.7313
H 1.9995 -0.4535 -0.4086
H 1.0049 -1.6401 -1.1447
H 2.2010 -0.8548 -2.0771
H 1.4228 -0.3270 2.0227
H -0.1464 -0.7624 2.7902
H 0.9631 -1.9488 1.7676
H 0.4946 1.1124 -1.7538
H -0.2493 -0.3090 -2.0390
H -0.5055 -1.6758 0.3001

Computed properties:
energy relative to the best compared isomer or geometry (same formula, charge and spin)	2.365	eV
total energy	-8400.3113	eV
strongest force on any atom	5.4	eV Å⁻¹
HOMO-LUMO gap	10.900	eV
charge	+1
multiplicity	1

# 3
Molecular formula: C5H15N2
Method: DFT, the ωB97M-V functional and the def2-TZVPD basis

Cartesian coordinates (Å):
C -1.5619 -1.5823 1.3772
N -1.6497 1.4565 0.0773
C -2.5317 1.1533 -1.0479
C -0.5609 -2.0572 0.6149
N 0.8493 0.4844 -0.6508
C 1.8292 0.2668 0.2974
C 3.2350 -0.1931 -0.2748
H -2.0767 -0.6823 1.0560
H -1.8845 -2.1320 2.2484
H -1.8153 2.4288 0.3279
H -2.5263 1.8265 -1.9081
H -2.2753 0.1398 -1.3672
H -3.5502 1.0395 -0.6649
H -0.2871 -3.1021 0.5564
H -0.0298 -1.3465 -0.0199
H 1.2315 1.2418 -1.2397
H -0.6609 1.2891 -0.1882
H 2.0201 1.2287 0.8359
H 1.6293 -0.4277 1.1100
H 3.9977 -0.2595 0.4989
H 3.5202 0.4646 -1.0921
H 3.0979 -1.2371 -0.5467

Computed properties:
energy relative to the best compared isomer or geometry (same formula, charge and spin)	7.548	eV
total energy	-8395.1284	eV
strongest force on any atom	1.6	eV Å⁻¹
HOMO-LUMO gap	4.408	eV
charge	+1
multiplicity	1

# 4
Molecular formula: C5H15N2O
Method: DFT, the ωB97M-V functional and the def2-TZVPD basis

Cartesian coordinates (Å):
C 0.7617 2.8014 2.1343
C 0.8641 1.4788 1.3363
C -0.4747 0.7721 1.2572
C -0.4681 -0.4824 0.4045
C -1.4377 -0.7674 -0.4427
N -1.3016 -1.9894 -1.3063
N 0.7311 -1.2591 0.2262
H 0.8924 3.6203 1.4219
H 1.6278 2.9491 2.7717
H -0.1749 2.9360 2.6670
H 1.2785 1.7145 0.3590
H 1.5320 0.8701 1.9513
H -1.1316 1.4524 0.7276
H -0.9224 0.5525 2.2105
H -2.4527 -0.4273 -0.5930
H -1.6170 -1.7777 -2.2497
H -0.3323 -2.3221 -1.2521
H -1.9210 -2.6760 -0.8788
H 1.0806 -1.6331 1.0928
H 1.4551 -0.6441 -0.0949
H 1.3235 -1.9446 -3.5900
H 0.3173 -1.2733 -4.4215
O 0.3698 -1.9507 -3.7313

Computed properties:
energy relative to the best compared isomer or geometry (same formula, charge and spin)	1.488	eV
total energy	-10449.0729	eV
strongest force on any atom	1.8	eV Å⁻¹
HOMO-LUMO gap	11.241	eV
charge	+1
multiplicity	1

Q: Among the records above, which one has the lowest total energy?
A: C5H15N2O

Q: Which of these has the highest total energy?
A: number 3

Q: Among the records above, which one has the lowest HOMO-LUMO gap?
A: number 3

Please write out number 1 again, unchanged.
Molecular formula: C5H15N2
Method: DFT, the ωB97M-V functional and the def2-TZVPD basis

Cartesian coordinates (Å):
N 0.9415 -1.4692 -1.5348
C -0.1432 -0.5384 -2.0417
C -0.0424 0.8218 -1.2956
N 0.6537 0.6389 -0.0076
C 0.5373 0.8295 2.4184
C -0.0715 0.1310 1.1727
C -1.5792 -0.0019 1.1103
H 1.7965 -1.2461 -2.0410
H 1.1158 -1.3522 -0.5376
H 0.6958 -2.4063 -1.8172
H -1.0649 -1.1150 -2.0225
H 0.0496 -0.3122 -3.0837
H -1.0284 1.2393 -1.1147
H 0.5608 1.4587 -1.9343
H 1.2659 1.4394 0.0320
H 0.0884 0.3390 3.2749
H 0.3494 1.8989 2.3634
H 1.6102 0.6719 2.3275
H 0.2994 -0.9132 1.2419
H -2.1924 0.7526 0.6045
H -1.9196 -0.9691 0.7435
H -1.9227 0.1026 2.1415

Computed properties:
energy relative to the best compared isomer or geometry (same formula, charge and spin)	1.288	eV
total energy	-8401.3889	eV
strongest force on any atom	2.2	eV Å⁻¹
HOMO-LUMO gap	9.553	eV
SMILES	CC(C)NCC[NH3+]
charge	+1
multiplicity	1